# 1
Entry from the Open Molecules 2025 dataset: C27H33F6GaN5O3Si as an isolated structure (ωB97M-V/def2-TZVPD).

## Properties
Total charge: +1
Frontier orbital gap (eV): 5.745
Multiplicity: 1
E_HOMO (eV): -9.26
Lowest unoccupied orbital energy (eV): -3.51

Geometry (Å):
Ga 0.118 -0.054 0.451
Si -2.895 0.561 -1.324
F -2.091 -0.279 2.303
F 0.620 -2.457 2.734
F 0.217 -0.597 3.790
F -1.552 -6.051 -1.554
F -1.181 -2.242 3.917
F -1.612 -2.166 1.266
O 4.058 -0.532 1.215
O 0.533 -1.698 -0.626
O 1.849 -0.194 1.297
N 0.602 1.869 -0.167
N -1.274 0.797 -0.710
N 3.467 -4.437 0.042
N 0.464 -8.056 -1.168
N 0.826 -10.430 -2.118
C -0.303 -5.685 -1.194
C -2.990 0.935 -3.157
C -4.088 1.679 -0.414
C 4.644 -5.317 0.037
C -0.627 -10.076 -1.972
C 1.422 -2.524 -0.306
C -3.360 -1.228 -1.094
C 0.926 -8.973 -0.135
C 2.224 -4.872 -0.399
C 5.142 -5.621 -1.370
C 1.579 -10.166 -0.829
C -0.055 -4.361 -1.002
C 1.950 -6.227 -0.626
C -0.601 1.969 -0.793
C 0.688 -6.665 -1.000
C 2.808 2.646 0.531
C -0.054 4.211 -1.395
C 2.911 -0.850 0.968
C 1.503 2.869 -0.167
C -0.744 -8.558 -1.832
C 1.200 4.058 -0.794
C 1.207 -3.931 -0.594
C 2.646 -2.196 0.329
C -0.971 3.186 -1.399
C 3.614 -3.147 0.423
C -0.346 -1.587 3.101
C -1.048 -1.046 1.851
H 2.608 -9.951 -1.107
H -0.312 5.154 -1.862
H 5.416 -4.796 0.597
H -4.207 2.644 -0.916
H 5.985 -6.311 -1.328
H -0.816 -8.102 -2.818
H -3.747 1.867 0.607
H 1.652 -8.501 0.518
H 4.417 -6.228 0.592
H 2.656 2.216 1.518
H -3.700 -1.421 -0.074
H 3.426 1.936 -0.022
H -2.452 1.841 -3.445
H 3.353 3.583 0.618
H 4.573 -2.860 0.836
H -1.173 -10.435 -2.840
H -4.174 -1.483 -1.779
H 2.741 -6.957 -0.513
H 0.941 -11.400 -2.404
H -2.515 -1.887 -1.301
H -4.043 1.071 -3.429
H -1.670 -8.342 -1.299
H 1.226 -9.843 -2.850
H -1.947 3.303 -1.847
H 5.476 -4.705 -1.859
H -5.079 1.218 -0.357
H -2.595 0.110 -3.756
H 1.920 4.864 -0.796
H 0.096 -9.298 0.503
H 1.549 -11.069 -0.222
H 4.359 -6.066 -1.986
H -0.986 -10.608 -1.095
H -0.852 -3.637 -1.125

Results of the Mulliken charge analysis, in e, for atoms 1 through 4: 0.42 0.09 -0.34 -0.21

# 2
Entry from the Open Molecules 2025 dataset: one molecule with the formula C27H33FN4O (ωB97M-V/def2-TZVPD).

## Properties
Total charge: 0
Frontier orbital gap (eV): 8.622
Multiplicity: 1
E_HOMO (eV): -8.14
SMILES: O=C(c1cc2cc(F)ccc2[nH]1)N(Cc1cccnc1)C[C@@H]1CCCN(C2CCCCC2)C1
Lowest unoccupied orbital energy (eV): 0.48

Geometry (Å):
F 7.754 -3.091 -1.854
O 1.044 -2.123 2.375
N 2.181 -3.570 -3.389
N 0.259 -1.354 0.398
N -2.656 2.447 1.751
N 3.155 -3.344 0.992
C 1.867 -4.754 -2.892
C -2.866 4.539 0.369
C -3.436 5.077 -0.942
C 3.355 -1.535 -0.304
C 1.033 -4.916 -1.796
C -3.136 3.039 0.499
C 0.046 1.275 1.760
C 0.524 -3.783 -1.184
C 2.534 -2.196 0.574
C 6.616 -3.185 -1.125
C -1.551 3.066 2.455
C 0.360 -1.264 -1.044
C 0.871 -2.531 -1.679
C -4.656 2.821 0.428
C -5.239 3.355 -0.875
C -2.443 1.017 1.673
C 1.227 -1.877 1.191
C 1.696 -2.495 -2.799
C -1.111 0.614 1.011
C 5.328 -4.457 0.455
C -0.180 2.783 1.827
C 5.681 -2.185 -1.224
C 6.464 -4.308 -0.307
C -0.976 -0.912 1.013
C 4.361 -3.460 0.377
C 4.523 -2.323 -0.457
C -4.940 4.842 -1.021
H -4.802 2.814 -1.718
H 0.987 -0.418 -1.348
H 0.601 3.256 2.424
H -0.139 3.203 0.820
H -2.948 4.577 -1.782
H 3.175 -0.590 -0.775
H 7.250 -5.046 -0.288
H -6.317 3.186 -0.894
H 5.193 -5.316 1.093
H -3.220 6.144 -1.019
H 5.840 -1.339 -1.872
H -1.825 -1.366 0.491
H 0.096 0.866 2.771
H -2.454 0.628 2.697
H 2.301 -5.605 -3.400
H -5.112 3.332 1.278
H -1.725 4.137 2.541
H 0.788 -5.900 -1.429
H -1.560 2.649 3.469
H 0.995 1.054 1.266
H -5.327 5.214 -1.972
H 2.771 -3.953 1.696
H -3.274 0.558 1.134
H -3.333 5.062 1.206
H -2.672 2.543 -0.372
H -5.435 5.392 -0.218
H -1.111 0.971 -0.025
H -4.888 1.759 0.522
H -1.794 4.740 0.391
H -0.125 -3.868 -0.324
H -0.962 -1.275 2.044
H -0.650 -1.071 -1.422
H 1.986 -1.551 -3.243

Results of the Mulliken charge analysis, in e, for atoms 1 through 4: -0.35 -0.68 -0.64 0.77

# 3
Entry from the Open Molecules 2025 dataset: C27H33GeN2O3PdS3 as an isolated structure (ωB97M-V/def2-TZVPD).

## Properties
Total charge: +1
Frontier orbital gap (alpha / beta) (eV): 7.103 / 6.432
Multiplicity: 3
E_HOMO (alpha / beta) (eV): -11.07 / -11.47
Lowest unoccupied orbital energy (alpha / beta) (eV): -3.97 / -5.04

Geometry (Å):
Pd -1.425 -0.060 1.124
Ge 1.290 0.133 -0.895
S -2.848 2.080 -3.518
S -3.690 2.407 0.305
S 0.430 2.573 -3.114
O -2.314 -0.589 2.870
O -0.563 0.472 -0.760
O -2.648 -2.040 0.623
N -1.584 -1.558 2.579
N -2.355 -2.516 1.763
C -2.614 -3.812 2.206
C -1.343 2.317 1.350
C -2.417 1.169 -2.127
C -4.072 0.975 -3.931
C 1.381 -1.376 0.338
C -2.214 2.800 2.368
C 0.993 4.179 -3.014
C -3.143 -6.369 3.064
C -1.368 1.632 -1.149
C -2.198 -4.194 3.482
C 3.575 -2.344 -1.729
C 4.374 3.115 -0.683
C -2.469 -5.485 3.899
C 3.641 1.817 -1.021
C -3.499 2.902 1.931
C -3.202 0.055 -2.006
C 3.382 -2.879 -0.319
C -3.552 -5.964 1.798
C -0.430 4.033 -1.207
C 0.449 4.848 -1.962
C -2.023 2.050 0.162
C -4.150 -0.062 -3.048
C 2.328 1.652 -0.248
C 2.796 -1.878 0.672
C -0.530 2.760 -1.696
C 4.812 3.200 0.772
C -3.289 -4.683 1.352
H -4.668 1.139 -4.812
H 2.630 -2.230 -2.259
H -1.893 3.054 3.366
H 1.458 -0.174 -2.380
H 2.759 -2.354 1.654
H -3.106 -0.666 -1.205
H -4.359 3.221 2.496
H 0.744 -2.199 -0.002
H 5.409 4.093 0.954
H 0.657 5.882 -1.737
H 2.742 -3.766 -0.348
H 4.077 -1.373 -1.721
H -4.078 -6.653 1.153
H -4.852 -0.874 -3.139
H 0.937 -0.994 1.273
H 1.735 2.566 -0.321
H 3.439 1.783 -2.096
H 4.299 0.969 -0.808
H -0.260 2.352 1.415
H 5.419 2.336 1.048
H -0.966 4.382 -0.338
H -1.681 -3.501 4.129
H 1.687 4.550 -3.750
H 5.246 3.206 -1.335
H 3.721 3.960 -0.925
H 4.343 -3.216 0.074
H 4.191 -3.018 -2.322
H 3.959 3.239 1.450
H -3.596 -4.347 0.373
H -2.156 -5.801 4.884
H -3.352 -7.374 3.401
H 3.479 -1.028 0.784
H 2.526 1.478 0.813

Results of the Mulliken charge analysis, in e, for atoms 1 through 4: 0.25 0.42 -0.01 -0.11

# 4
Entry from the Open Molecules 2025 dataset: C27H33N2Ti as an isolated structure (ωB97M-V/def2-TZVPD).

## Properties
Total charge: +1
Frontier orbital gap (eV): 6.244
Multiplicity: 1
E_HOMO (eV): -10.45
Lowest unoccupied orbital energy (eV): -4.21

Geometry (Å):
Ti -0.228 0.050 0.253
N -1.865 -1.065 -0.563
N -5.716 0.991 -2.597
C -3.292 0.939 1.628
C 0.971 -0.515 -2.404
C 3.251 1.031 -2.449
C 1.032 -2.350 0.208
C -3.538 -2.793 -0.470
C 1.700 -0.410 -3.597
C -4.016 -0.711 -1.547
C 3.415 -1.669 0.616
C 1.232 0.306 -1.325
C 0.835 3.367 -0.163
C -2.259 -2.314 -0.208
C -4.948 0.229 -2.144
C 2.801 -2.901 -1.491
C -4.446 -1.981 -1.136
C -1.863 1.274 1.382
C 0.021 2.370 0.577
C 0.419 1.615 1.740
C -2.170 2.805 -0.719
C 2.338 -2.273 -0.222
C -2.694 -0.329 -1.354
C 1.771 1.623 2.362
C 2.853 0.374 -3.618
C 0.492 -1.630 1.351
C -0.875 0.209 3.535
C -0.762 0.953 2.252
C -1.367 2.129 0.335
C 2.450 1.003 -1.303
H -3.698 1.543 2.456
H 0.408 4.376 -0.065
H 3.435 0.480 -4.538
H -1.723 2.663 -1.712
H 4.314 -2.306 0.612
H 2.803 1.494 -0.392
H -1.558 -0.644 3.441
H 3.459 -2.210 -2.032
H 1.978 -3.174 -2.156
H -3.421 -0.120 1.892
H 1.362 -0.940 -4.491
H 0.356 -3.034 -0.314
H 3.127 -1.518 1.660
H 0.099 -1.180 -2.307
H 1.188 -1.324 2.145
H -1.274 0.859 4.329
H 0.096 -0.165 3.872
H 2.568 1.629 1.609
H -2.221 3.890 -0.540
H 1.915 2.518 2.987
H -3.194 2.419 -0.758
H 1.863 3.403 0.210
H 3.728 -0.693 0.215
H 0.875 3.133 -1.233
H 3.397 -3.805 -1.298
H -1.518 -2.943 0.286
H 4.206 1.565 -2.415
H -3.906 1.139 0.742
H -3.810 -3.789 -0.116
H -0.455 -2.025 1.758
H -5.465 -2.296 -1.357
H -2.278 0.553 -1.847
H 1.930 0.747 3.000

Results of the Mulliken charge analysis, in e, for atoms 1 through 4: -0.93 0.97 -0.45 -1.58

# 5
Entry from the Open Molecules 2025 dataset: one molecule with the formula C27H33N3O3S (ωB97M-V/def2-TZVPD).

## Properties
Total charge: 0
Frontier orbital gap (eV): 8.361
Multiplicity: 1
E_HOMO (eV): -7.95
SMILES: COC(=O)[C@H](CC(C)C)NC(=O)c1ccc(NC[C@@H](N)CS)cc1-c1cccc2ccccc12
Lowest unoccupied orbital energy (eV): 0.41

Geometry (Å):
S -3.220 -0.650 5.408
O -0.363 2.550 -1.635
O 1.131 3.167 -3.189
O 2.253 -1.298 -2.474
N 0.430 -0.054 -1.985
N 0.660 -3.521 3.331
N -2.109 -3.507 4.358
C 2.603 2.539 0.281
C -1.240 -2.351 4.420
C 0.388 2.277 -2.536
C 0.915 -1.486 2.021
C 1.180 -1.636 -0.368
C -0.506 -0.761 -4.756
C 0.568 0.869 -3.084
C -1.675 -0.894 -5.731
C 1.004 4.521 -2.768
C 1.652 3.372 0.801
C 0.209 1.455 1.250
C 0.432 2.856 1.284
C 0.811 -1.086 -5.453
C 2.394 1.155 0.261
C 1.085 -0.863 0.792
C 0.803 -2.873 2.124
C -1.776 3.190 2.202
C 1.235 0.606 0.754
C 1.117 -3.022 -0.266
C 0.911 -3.631 0.951
C 0.222 -2.837 4.519
C -2.015 1.810 2.129
C -0.504 0.655 -4.168
C 1.368 -0.993 -1.697
C -0.582 3.700 1.782
C -1.555 -1.386 5.571
C -1.047 0.963 1.666
H -0.243 0.215 -1.282
H -0.399 4.765 1.812
H 1.793 5.072 -3.273
H 1.619 -1.164 -4.731
H 1.568 0.751 -3.509
H -1.566 -1.913 6.526
H -0.833 -0.571 5.620
H -2.948 0.054 4.311
H 1.212 -3.613 -1.164
H -3.072 -3.216 4.220
H -2.619 -0.673 -5.239
H -1.552 -0.206 -6.565
H 0.885 -1.990 4.709
H 0.838 -4.707 1.013
H -2.981 1.424 2.426
H 1.114 4.585 -1.684
H -0.651 -1.473 -3.937
H -1.724 -1.905 -6.127
H 1.058 -0.318 -6.184
H 0.292 -4.458 3.245
H 1.816 4.441 0.842
H 3.528 2.938 -0.110
H 0.884 -0.864 2.902
H -1.482 0.860 -3.723
H -1.242 -0.098 1.590
H 0.024 4.912 -3.049
H -2.069 -4.028 5.229
H 0.314 -3.532 5.358
H 0.733 -2.039 -5.971
H -2.551 3.843 2.577
H 3.163 0.505 -0.133
H -1.357 -1.813 3.471
H -0.333 1.381 -4.965

Results of the Mulliken charge analysis, in e, for atoms 1 through 4: -0.23 -0.56 -0.33 -0.66

# 6
Entry from the Open Molecules 2025 dataset: C27H33N5O2RhS as an isolated structure (ωB97M-V/def2-TZVPD).

## Properties
Total charge: +1
Frontier orbital gap (alpha / beta) (eV): 7.068 / 4.574
Multiplicity: 5
E_HOMO (alpha / beta) (eV): -9.67 / -9.89
Lowest unoccupied orbital energy (alpha / beta) (eV): -2.60 / -5.31

Geometry (Å):
Rh -0.891 0.209 0.143
S -1.920 -1.927 0.510
O 0.609 0.087 1.677
O 0.652 -0.777 -1.172
N 0.103 -3.430 -0.289
N -0.047 2.336 0.049
N -1.848 0.380 -1.809
N -0.383 -3.484 1.993
N -2.648 1.442 1.257
C -1.180 0.745 -2.847
C 4.406 1.602 1.792
C 0.538 -4.423 2.158
C 0.739 -4.925 3.545
C 1.779 0.569 1.652
C 2.821 -0.110 2.361
C -0.627 -3.001 0.781
C -3.913 1.585 -0.984
C 2.127 1.803 0.983
C 1.265 -4.932 1.063
C 1.730 -4.836 -1.420
C -1.952 3.818 0.508
C 2.985 0.590 -3.557
C -3.926 1.350 0.529
C -0.913 3.340 -0.525
C 0.235 0.657 -3.046
C 3.436 2.272 1.069
C 1.095 -0.087 -2.168
C -2.762 0.706 2.532
C -2.274 2.820 1.622
C -3.297 0.472 -1.843
C 0.787 1.304 -4.170
C 1.172 2.627 0.280
C 1.036 -4.399 -0.176
C 4.085 0.400 2.442
C 2.486 -0.074 -2.466
C 2.131 1.278 -4.434
H -3.628 0.635 -2.875
H -1.421 2.898 -1.380
H -1.556 4.700 1.015
H 3.685 3.195 0.561
H 4.049 0.580 -3.756
H 2.556 -1.037 2.854
H 5.406 2.007 1.863
H -4.964 1.635 -1.276
H -0.217 -5.270 3.939
H -1.779 0.599 2.990
H 0.120 1.839 -4.838
H -2.859 4.134 -0.007
H -4.641 2.056 0.977
H 3.135 -0.613 -1.786
H -1.396 2.739 2.264
H -3.166 -0.287 2.365
H -0.339 4.201 -0.884
H -1.733 1.179 -3.690
H -3.081 3.255 2.228
H -3.472 2.543 -1.253
H -4.315 0.342 0.686
H 1.469 -5.729 3.595
H 1.995 -5.716 1.197
H -3.699 -0.489 -1.510
H 2.498 -5.570 -1.197
H 2.185 -3.981 -1.923
H -0.041 -2.954 -1.172
H 1.011 -5.281 -2.110
H 4.844 -0.120 3.010
H -3.422 1.234 3.233
H 2.529 1.787 -5.300
H 1.055 -4.098 4.182
H 1.554 3.602 -0.043

Results of the Mulliken charge analysis, in e, for atoms 1 through 4: 1.04 -0.65 -0.44 -0.40